Molecular formula: C22H31Br2ClF10N4O4PS3
Method: DFT, ωB97M-V with the def2-TZVPD basis set

HOMO: -10.9950 eV
Kohn-Sham gap: 0.234 Eh
Total energy: -9518.708086 Ha
Total charge: +1
Spin multiplicity: 1

Bonds (Å) are listed after each position.
Cartesian coordinates (Å):
1 H -2.00 2.46 -2.29  C30 1.154
2 C -0.21 0.01 -0.11  S12 1.893, C44 1.696, N48 1.473, C69 1.676
3 H 4.14 -0.93 -2.72  C39 1.170
4 C 1.90 -2.12 3.09  F15 1.505, C27 1.648, F43 1.463, C78 1.672
5 F -2.84 -0.84 2.01  C22 1.509
6 H -6.71 2.24 0.19  C35 1.176
7 C 7.22 0.11 -0.09  H20 1.180, H29 1.187, C66 1.664, H76 1.179
8 P -1.76 -3.33 -2.29  N11 1.835, O21 1.742, Cl26 2.171, S73 2.617
9 H -2.24 0.56 4.04  C14 1.166
10 N -0.72 -2.30 0.80  C44 1.435, C74 1.313
11 N -1.35 -1.67 -1.62  P8 1.835, C16 1.507, C44 1.485, H55 1.070
12 S 1.25 0.00 1.09  C2 1.893, O19 1.585, C27 1.838, O68 1.585
13 H -5.02 3.21 0.30  C35 1.194
14 C -2.16 1.69 3.76  H9 1.166, C36 1.622, H47 1.197, H51 1.194
15 F 3.35 -1.74 3.27  C4 1.505
16 C -2.53 -0.74 -1.63  N11 1.507, H18 1.200, C31 1.636, S73 1.855
17 F 1.34 -1.88 5.66  C78 1.477
18 H -2.37 -0.04 -2.59  C16 1.200
19 O 1.88 1.44 1.24  S12 1.585
20 H 7.08 1.16 0.42  C7 1.180
21 O -0.51 -4.48 -1.90  P8 1.742, H63 1.006
22 C -3.64 -0.23 0.89  F5 1.509, F28 1.516, C31 1.640, F61 1.464
23 H 2.03 -1.00 -2.00  C65 1.158
24 H 5.78 1.64 -1.66  C32 1.182
25 F 0.25 -3.72 4.38  C78 1.497
26 Cl -1.65 -3.27 -4.46  P8 2.171
27 C 1.11 -0.71 2.78  C4 1.648, S12 1.838, F41 1.519, F64 1.473
28 F -4.35 0.84 1.70  C22 1.516
29 H 7.59 -0.63 0.76  C7 1.187
30 C -3.03 2.48 -1.79  H1 1.154, N62 1.447, H71 1.197, H72 1.196
31 C -2.76 0.30 -0.39  C16 1.636, C22 1.640, N48 1.553, N62 1.468
32 C 4.95 0.85 -1.36  H24 1.182, C39 1.640, C66 1.640, H77 1.186
33 H -4.59 -1.19 -3.26  S73 1.432
34 H -2.56 2.46 1.06  C50 1.205
35 C -5.78 2.63 -0.42  H6 1.176, H13 1.194, H40 1.181, C56 1.686
36 C -1.07 2.09 2.63  C14 1.622, H46 1.150, C50 1.631, Br52 2.064
37 H 2.67 1.15 -4.07  C49 1.188
38 H 4.89 0.51 -3.68  C39 1.186
39 C 4.26 0.23 -2.71  H3 1.170, C32 1.640, H38 1.186, C49 1.647
40 H -6.06 3.41 -1.26  C35 1.181
41 F 1.84 0.24 3.71  C27 1.519
42 H -0.44 1.02 -2.13  C69 1.185
43 F 1.81 -3.18 2.09  C4 1.463
44 C -0.45 -1.63 -0.44  C2 1.696, N10 1.435, N11 1.485, H54 1.198
45 H 5.15 -0.66 0.48  C66 1.186
46 H -0.01 1.78 2.95  C36 1.150
47 H -1.81 2.23 4.77  C14 1.197
48 N -1.43 0.74 0.30  C2 1.473, C31 1.553, C50 1.444
49 C 2.79 0.93 -2.91  H37 1.188, C39 1.647, H53 1.167, C65 1.675
50 C -1.47 1.96 1.06  H34 1.205, C36 1.631, N48 1.444, Br60 2.066
51 H -3.21 2.20 3.53  C14 1.194
52 Br -0.97 4.13 2.96  C36 2.064, Br60 2.776
53 H 2.84 1.97 -2.38  C49 1.167
54 H 0.59 -2.09 -0.83  C44 1.198
55 H -0.76 -1.41 -2.48  N11 1.070
56 C -4.99 1.36 -1.19  C35 1.686, O58 1.327, N62 1.450
57 H 0.97 -0.33 -3.38  C65 1.196
58 O -5.85 0.67 -1.93  C56 1.327
59 S -2.43 -4.79 0.92  C74 1.737
60 Br -0.49 3.61 0.27  C50 2.066, Br52 2.776
61 F -4.73 -1.18 0.67  C22 1.464
62 N -3.55 1.37 -1.01  C30 1.447, C31 1.468, C56 1.450
63 H 0.15 -4.53 -2.66  O21 1.006
64 F -0.24 -0.85 3.37  C27 1.473
65 C 1.53 -0.03 -2.37  H23 1.158, C49 1.675, H57 1.196, C69 1.602
66 C 5.69 -0.36 -0.54  C7 1.664, C32 1.640, H45 1.186, H75 1.193
67 F 2.59 -3.75 4.88  C78 1.511
68 O 2.50 -0.79 0.51  S12 1.585
69 C 0.49 0.76 -1.44  C2 1.676, H42 1.185, C65 1.602, H70 1.167
70 H 1.04 1.75 -1.18  C69 1.167
71 H -3.81 2.72 -2.67  C30 1.197
72 H -3.07 3.47 -1.12  C30 1.196
73 S -3.91 -1.84 -2.19  P8 2.617, C16 1.855, H33 1.432
74 C -1.36 -3.43 0.98  N10 1.313, S59 1.737
75 H 5.71 -1.37 -1.18  C66 1.193
76 H 7.95 0.14 -1.01  C7 1.179
77 H 4.09 1.36 -0.71  C32 1.186
78 C 1.44 -2.83 4.54  C4 1.672, F17 1.477, F25 1.497, F67 1.511